1.
18
Properties=species:S:1:pos:R:3:forces:R:3 method="wB97M-V/def2-TZVPD" e_above_lowest_kcal_mol=15.7 orbital_gap_ev="5.88 / 7.34" total_charge=0 spin_multiplicity=3 homo_energy_ev="-5.1 / -9.2"
C -0.21577 1.39081 -1.37843 2.2 0.3 0.5
C -2.03625 -0.38949 -0.74827 -0.5 2.2 2.2
C 2.61146 -1.43499 1.01269 -0.1 0.7 -0.1
C 0.05187 -0.07416 1.20125 5.5 -2.9 1.0
C -1.12185 0.78466 -0.32632 -2.9 2.4 -3.8
S 0.90558 -1.45940 0.46436 -2.1 1.9 0.6
Br -2.03104 2.15199 0.74061 0.2 -0.5 -0.5
H 0.33847 2.40113 -1.15331 -1.5 -1.9 -0.1
H 0.63348 0.67771 -1.60306 -0.8 0.5 0.4
H -0.74117 1.45047 -2.32193 -0.3 0.4 -0.4
H -2.56911 -0.58669 0.24525 0.4 -0.4 -1.6
H -1.35783 -1.18266 -1.00829 -0.2 -0.6 -0.5
H -2.80388 -0.08062 -1.52713 1.1 -0.6 0.8
H 3.25660 -0.73933 0.43000 -0.3 -1.0 -0.1
H 2.72103 -2.54838 0.85106 1.2 1.4 0.8
H 2.60735 -0.95879 2.02046 0.2 -1.3 -0.3
H -0.77731 -0.27849 1.75585 -2.3 -0.7 1.1
H 0.52836 0.87621 1.34520 0.4 0.1 -0.1

***

2.
103
Properties=species:S:1:pos:R:3:forces:R:3 method="wB97M-V/def2-TZVPD" e_above_lowest_kcal_mol=18.4 orbital_gap_ev=4.47 total_charge=-2 homo_energy_ev=-1.0
Ag 2.04658 -0.67790 -0.39549 0.1 0.2 0.1
S 5.47672 -4.07159 -1.59403 0.0 0.0 -0.1
As 3.86266 -2.90716 -0.83283 0.3 -0.5 -0.1
S 2.63462 -2.07700 -2.47209 0.0 0.1 -0.1
S 4.59215 -1.11650 0.22321 -0.3 0.1 0.1
S 2.51123 -3.92045 0.49877 -0.2 0.0 0.1
C 2.99223 3.90110 3.91132 0.1 0.0 -0.1
C 3.63415 3.20534 2.69824 -0.1 0.1 0.2
Sb 2.64100 1.39246 1.95065 0.0 0.3 0.0
C 3.62994 0.06527 3.32724 -0.1 0.2 0.2
C 3.81003 0.51352 4.78251 0.0 0.0 -0.1
C 0.72209 1.69369 2.95870 0.0 -0.1 0.3
C 0.51306 1.14749 4.37951 -0.1 0.1 -0.2
H 3.58062 4.76883 4.24330 -0.1 -0.1 0.0
H 2.89925 3.22054 4.76493 0.0 0.1 -0.1
H 1.98625 4.26666 3.67477 0.1 -0.1 0.0
H 4.66695 2.90562 2.91457 -0.1 0.0 0.0
H 3.67917 3.89091 1.84435 0.0 0.0 0.1
H 4.59006 -0.08204 2.83659 0.1 -0.1 0.0
H 3.12228 -0.89761 3.24682 0.0 0.0 0.0
H 4.30818 1.48822 4.84908 -0.1 -0.1 0.0
H 4.43663 -0.20724 5.31966 0.0 0.0 0.0
H 2.85971 0.58671 5.32091 0.2 0.0 -0.1
H 0.02334 1.20946 2.27194 0.0 0.0 0.1
H 0.51565 2.77137 2.91471 0.0 -0.2 0.0
H 0.82427 0.10019 4.45213 0.0 0.1 0.0
H -0.54376 1.19123 4.67378 0.1 0.0 0.0
H 1.08385 1.71790 5.11864 -0.1 -0.1 -0.1
Br 7.29556 3.71909 -4.09089 -0.1 0.0 0.1
C 6.76205 1.90202 -3.86760 -0.2 -0.2 0.2
C 7.32220 0.97747 -4.73648 -0.1 -0.1 0.1
C 6.97228 -0.36630 -4.63481 0.0 0.0 0.1
C 6.05291 -0.78470 -3.68187 0.0 0.0 -0.1
C 5.48818 0.14511 -2.81753 0.0 0.2 0.0
C 5.84890 1.48625 -2.89174 0.1 0.0 -0.2
I 4.96331 2.77006 -1.49450 0.2 0.1 -0.1
H 8.02640 1.31532 -5.48483 0.0 0.0 0.0
H 7.42873 -1.08553 -5.30700 0.0 0.0 0.0
H 5.76434 -1.82766 -3.57024 0.0 0.1 0.0
H 4.78706 -0.18887 -2.05349 0.1 0.0 -0.1
Cl -1.15763 4.29815 -1.90579 0.1 -0.1 0.0
C 0.02491 3.11191 -2.41603 -0.1 0.1 0.1
C 0.28423 2.91998 -3.75905 -0.2 0.2 0.0
C 1.23087 1.97715 -4.09497 0.3 -0.2 -0.1
C 1.87783 1.27649 -3.08111 0.2 -0.2 -0.2
N 1.62301 1.48295 -1.79455 0.0 -0.1 -0.2
C 0.71300 2.37795 -1.46476 -0.2 0.3 0.3
H -0.23559 3.50210 -4.51073 0.0 0.0 0.0
H 1.47272 1.77821 -5.13322 0.0 0.0 0.1
H 2.61013 0.49822 -3.29339 -0.1 0.0 0.0
H 0.53830 2.52847 -0.40092 -0.1 0.0 0.0
C -2.17626 0.04412 -0.17374 0.2 0.3 0.3
C -2.45305 0.78714 1.14216 0.0 -0.1 -0.4
As -4.33974 1.14186 1.61484 0.2 0.0 0.0
C -4.95363 -0.71185 1.64600 -0.1 -0.1 0.1
C -5.40789 -1.42675 0.54050 0.0 -0.1 0.0
C -5.84125 -2.74187 0.67992 0.0 0.0 0.0
C -5.82393 -3.35544 1.92635 0.0 0.0 0.0
C -5.35999 -2.65425 3.03258 0.0 0.0 -0.1
C -4.93329 -1.34049 2.89073 0.0 -0.1 -0.1
C -5.06073 1.71480 -0.10391 -0.1 0.1 0.0
C -6.41049 1.51479 -0.39604 0.0 0.1 -0.1
C -6.96419 2.00881 -1.57172 0.1 0.0 0.0
C -6.17667 2.72590 -2.46665 0.0 0.0 0.1
C -4.84037 2.95615 -2.17021 0.0 0.0 0.0
C -4.29050 2.45869 -0.99306 0.0 0.0 -0.1
P -0.52028 -0.83365 -0.18046 0.0 -0.5 0.1
C -0.82065 -2.05114 1.15925 -0.2 -0.1 -0.1
C -1.95343 -2.86984 1.22301 0.0 0.0 0.0
C -2.09630 -3.79823 2.24526 0.0 0.1 0.0
C -1.11593 -3.90515 3.22954 0.0 0.0 -0.1
C -0.00202 -3.08305 3.18990 0.0 0.0 -0.1
C 0.14519 -2.16655 2.15332 -0.1 -0.1 0.1
C -0.76961 -1.75859 -1.74779 -0.2 0.1 0.0
C -1.00753 -0.99753 -2.89340 -0.1 0.1 0.0
C -1.19670 -1.60507 -4.12671 0.1 0.0 0.0
C -1.14400 -2.99088 -4.22985 0.0 0.0 0.1
C -0.86362 -3.75079 -3.10200 0.0 0.1 0.0
C -0.66532 -3.14113 -1.86767 0.1 0.0 0.0
H -2.14448 0.73929 -1.01073 -0.1 0.0 0.0
H -2.95058 -0.68902 -0.39576 0.0 -0.1 0.0
H -1.93773 1.74672 1.17831 0.1 0.0 0.0
H -2.08868 0.20692 1.99093 0.0 0.0 0.1
H -5.41213 -0.96779 -0.44074 0.0 0.0 0.0
H -6.18374 -3.29038 -0.19105 0.0 0.0 0.0
H -6.16007 -4.38165 2.03329 0.0 0.1 0.0
H -5.32230 -3.13319 4.00439 0.0 0.0 0.0
H -4.57105 -0.79748 3.75695 0.0 0.0 0.0
H -7.03240 0.96265 0.29831 0.0 0.0 0.0
H -8.01197 1.83469 -1.78925 0.0 0.0 0.0
H -6.60532 3.10704 -3.38746 0.0 0.0 0.1
H -4.21509 3.52138 -2.85464 0.0 -0.1 0.1
H -3.25001 2.66064 -0.77227 0.0 0.0 0.0
H -2.71887 -2.80105 0.45377 0.1 0.0 0.1
H -2.96779 -4.44500 2.26752 0.1 0.1 0.0
H -1.21368 -4.64949 4.01257 0.0 0.0 0.0
H 0.78057 -3.18113 3.93255 0.0 0.0 0.0
H 1.03909 -1.56204 2.09894 0.1 0.0 0.0
H -1.02337 0.09004 -2.82536 0.0 -0.1 -0.1
H -1.35872 -0.99684 -5.01133 0.0 0.0 0.1
H -1.28844 -3.47311 -5.19152 0.0 0.0 0.1
H -0.75767 -4.82696 -3.18483 0.0 0.1 0.0
H -0.35600 -3.73713 -1.01916 0.0 0.0 0.1

***

3.
84
Properties=species:S:1:pos:R:3:forces:R:3 method="wB97M-V/def2-TZVPD" e_above_lowest_kcal_mol=36.8 orbital_gap_ev="6.51 / 6.62" total_charge=0 spin_multiplicity=2 homo_energy_ev="-7.1 / -7.2"
Ru -0.23548 -0.07422 1.61149 1.6 -0.6 -1.6
C 3.25189 3.85768 -0.76988 -0.1 0.1 -0.1
C 2.29499 4.56656 0.17880 0.0 -0.2 0.0
N 1.00264 3.89219 0.27101 0.0 0.2 0.1
C 0.82536 2.70843 0.88282 0.3 0.0 -0.1
S -0.79014 2.13803 1.05022 -0.4 -0.6 0.6
N 1.88357 2.06761 1.34352 -0.2 0.0 -0.2
N 1.50066 0.92411 1.95328 -0.1 0.0 -0.4
C 2.39281 0.28647 2.62937 0.2 -0.5 0.7
C 3.84061 0.64516 2.56674 0.0 0.1 0.2
C 1.82513 -0.73869 3.52326 0.3 0.3 -0.3
C 2.55757 -1.47039 4.44278 0.2 -0.3 0.2
C 1.90039 -2.34704 5.29080 0.2 0.1 0.0
C 0.52243 -2.46769 5.22087 -0.1 0.0 0.0
C -0.14716 -1.72861 4.26720 0.1 0.1 -0.1
N 0.49506 -0.89916 3.43771 -0.7 0.4 0.5
H 4.17227 4.43466 -0.87561 0.0 0.0 0.0
H 2.79004 3.74306 -1.75347 0.1 0.1 0.1
H 3.49185 2.86437 -0.39366 0.0 0.1 0.0
H 2.09651 5.57118 -0.19083 0.0 0.1 0.1
H 2.73409 4.64135 1.17603 0.0 0.0 0.0
H 0.16629 4.44496 0.18581 0.0 0.0 -0.2
H 4.11275 0.83525 1.52872 0.0 0.0 0.0
H 4.46818 -0.15111 2.96624 0.0 0.0 0.0
H 4.04804 1.56370 3.12228 0.0 0.0 0.0
H 3.63096 -1.35116 4.49150 0.0 0.0 0.0
H 2.46042 -2.92256 6.01713 0.0 0.0 0.0
H -0.02724 -3.11109 5.89317 0.0 0.0 0.0
H -1.22074 -1.78933 4.14195 0.0 0.0 0.0
C -5.57845 0.72695 -3.70801 0.0 0.0 0.1
C -5.01338 0.35185 -2.36265 0.0 0.0 -0.1
C -3.92805 -0.50848 -2.26098 0.0 0.0 0.0
C -3.36841 -0.81793 -1.02704 -0.2 0.0 0.0
C -3.91406 -0.26433 0.11890 0.0 0.0 -0.2
C -5.02025 0.57714 0.04350 0.1 0.0 0.0
C -5.55626 0.88325 -1.19190 0.0 0.0 0.0
S -3.26825 -0.64085 1.71388 -0.1 0.1 0.6
O -2.87690 0.59027 2.36464 -0.3 0.1 -0.1
O -4.27085 -1.41573 2.40165 0.1 -0.3 -0.1
N -1.88928 -1.41770 1.46031 -0.3 0.1 -0.1
C -1.81088 -2.79295 1.26512 0.2 0.3 0.0
C -2.86485 -3.66722 1.11290 -0.1 -0.1 0.0
C -2.64691 -5.05479 0.98461 -0.1 0.1 0.0
C -1.39608 -5.59375 1.03035 0.1 0.0 0.1
C -0.28627 -4.73080 1.17303 0.0 0.0 0.0
C 1.04343 -5.19717 1.27955 -0.1 -0.1 0.0
C 2.07305 -4.31038 1.37799 0.1 0.1 -0.1
C 1.78144 -2.93446 1.32667 0.2 0.1 -0.1
N 0.56587 -2.46601 1.27159 -0.7 0.1 0.5
C -0.48648 -3.33421 1.23351 0.2 0.0 0.0
H -5.29231 0.00148 -4.46930 0.0 0.0 0.0
H -5.20098 1.70342 -4.02156 0.0 0.0 0.0
H -6.66714 0.78821 -3.67846 0.0 0.0 0.0
H -3.49720 -0.93587 -3.15962 0.0 0.0 0.0
H -2.51396 -1.47773 -0.96964 0.1 0.1 0.0
H -5.45167 0.98087 0.95147 0.0 0.0 0.0
H -6.41427 1.54343 -1.25313 0.0 0.0 0.0
H -3.87621 -3.28913 1.12274 0.0 0.0 0.0
H -3.50610 -5.70183 0.85785 0.0 0.0 0.0
H -1.23642 -6.66357 0.97448 0.0 0.0 0.0
H 1.22845 -6.26551 1.28631 0.0 0.0 0.0
H 3.09838 -4.64091 1.47417 0.0 0.0 0.0
H 2.58102 -2.19749 1.31600 0.0 0.0 0.0
C 2.17411 3.40566 -5.36315 0.0 0.0 0.1
C 1.77214 2.61112 -4.14546 0.0 0.1 -0.1
C 0.46218 2.59147 -3.69343 0.0 0.0 0.1
C 0.04924 1.79648 -2.62409 0.1 0.0 -0.1
C -1.39743 1.88546 -2.23024 0.0 -0.2 -0.1
C 0.99416 0.97690 -1.98039 0.2 0.2 0.3
Se 0.54089 -0.45215 -0.75061 -0.7 0.1 0.0
C 2.34689 1.05085 -2.37352 0.0 0.0 0.0
C 3.47187 0.30531 -1.69040 -0.1 0.0 -0.1
C 2.70135 1.85587 -3.45159 0.1 -0.2 -0.1
H 1.34395 4.00857 -5.73063 0.0 0.0 0.0
H 2.48748 2.73738 -6.16772 0.0 0.0 0.0
H 3.01204 4.07059 -5.14445 0.0 0.0 0.0
H -0.28101 3.20229 -4.19822 0.0 0.0 0.0
H -2.02194 2.09949 -3.10113 0.0 0.0 0.0
H -1.54188 2.68463 -1.50683 0.0 0.1 0.0
H -1.74418 0.96788 -1.76309 0.0 0.0 0.0
H 3.13269 -0.19647 -0.78966 0.0 0.0 0.0
H 4.27138 1.00332 -1.42697 0.0 0.0 -0.1
H 3.89892 -0.44974 -2.35564 0.0 0.0 0.0
H 3.74365 1.88327 -3.76097 0.0 0.0 0.0

***

4.
46
Properties=species:S:1:pos:R:3:forces:R:3 method="wB97M-V/def2-TZVPD" e_above_lowest_kcal_mol=0.0 orbital_gap_ev=6.81 total_charge=-1 homo_energy_ev=-4.6
Sr -0.27556 0.08129 -0.83717 -0.2 -0.2 0.2
O 0.61555 -1.00044 2.01665 0.1 -0.2 0.2
As -1.04012 -1.67867 2.01632 0.1 0.3 -0.2
O -1.00641 -3.09472 2.83009 0.0 0.0 0.0
O -1.40174 -1.65140 0.39416 0.0 0.0 -0.1
C -2.08696 -0.36823 2.99292 0.0 0.0 0.0
C -2.67554 -0.92433 4.12327 0.0 0.0 0.1
C -3.49026 -0.17038 4.95866 0.0 0.0 0.0
C -3.71949 1.15911 4.66377 0.0 0.0 0.0
C -3.13259 1.73009 3.54105 -0.1 0.0 0.1
C -2.32113 0.98302 2.69851 0.0 0.1 0.0
S -1.65979 1.89916 1.29444 0.0 -0.2 0.0
O -2.31627 1.35021 0.09857 0.0 0.0 -0.1
O -1.95003 3.28126 1.56626 0.0 0.0 0.0
O -0.22443 1.56948 1.22806 0.0 0.0 -0.1
H 1.15439 -1.67776 2.44886 0.1 0.1 0.0
H -2.47717 -1.96805 4.33576 0.0 0.0 0.0
H -3.93726 -0.62675 5.83300 0.0 0.0 0.0
H -4.34958 1.76489 5.30311 0.0 0.0 0.0
H -3.29337 2.77263 3.31003 0.0 0.0 0.0
S 4.37087 -1.93494 -1.45182 0.1 0.0 0.1
C 2.84958 -1.19041 -1.77899 -0.1 0.0 -0.1
N 1.81648 -1.71925 -1.21291 0.0 0.1 0.1
C 2.18984 -2.81802 -0.44195 0.0 0.0 0.0
C 1.31388 -3.62949 0.27941 0.0 0.0 0.0
C 1.83797 -4.66360 1.02463 0.0 0.0 0.0
C 3.21760 -4.91339 1.04211 0.0 0.0 0.0
C 4.09266 -4.13514 0.31115 0.0 0.0 0.0
C 3.56327 -3.08194 -0.43246 0.0 0.0 0.0
H 2.76674 -0.33920 -2.44787 0.0 0.0 0.0
H 0.25053 -3.42890 0.25222 0.0 0.0 0.0
H 1.16644 -5.27521 1.61211 0.0 0.0 0.0
H 3.60377 -5.73087 1.63745 0.0 0.0 0.0
H 5.15657 -4.33250 0.31800 0.0 0.0 0.0
Se 0.42872 0.47041 -3.81978 0.0 0.0 0.1
C 0.24052 2.33564 -4.17299 0.0 0.1 0.0
C 0.58656 2.84166 -5.42863 0.0 0.0 0.0
C 0.46256 4.19183 -5.72055 0.0 0.0 0.0
C -0.01542 5.08065 -4.76652 0.0 0.0 0.0
C -0.36798 4.59317 -3.51585 0.0 0.0 0.0
C -0.24033 3.24234 -3.22560 0.0 0.0 0.0
H 0.95830 2.15970 -6.18315 0.0 0.0 0.0
H 0.74100 4.54982 -6.70522 0.0 0.0 0.0
H -0.11564 6.13436 -4.99454 0.0 0.0 0.0
H -0.75077 5.26247 -2.75484 0.0 0.0 0.0
H -0.53594 2.90039 -2.23974 0.0 0.0 0.0

***

5.
22
Properties=species:S:1:pos:R:3:forces:R:3 method="wB97M-V/def2-TZVPD" e_above_lowest_kcal_mol=16.2 orbital_gap_ev=10.11 total_charge=0 homo_energy_ev=-9.4
C 1.92501 0.82415 1.53035 -0.8 -0.5 0.3
C 1.38518 0.56467 0.13812 0.1 -0.2 0.0
O 2.02784 0.91760 -0.84016 -0.2 0.3 -0.1
N 0.16844 -0.02419 0.03967 0.0 -0.5 0.1
C -0.73423 0.00914 -1.12261 0.1 -0.2 0.2
C -2.13314 -0.12876 -0.49146 -1.6 0.0 -0.2
C -1.89473 0.03151 0.99915 0.4 -0.1 0.6
C -0.55156 -0.68507 1.11512 -0.2 0.9 0.7
H 2.81904 1.42128 1.42072 0.1 0.0 0.3
H 1.14621 1.28309 2.14822 0.2 0.6 -0.2
H 2.07972 -0.08642 2.11077 0.6 -0.2 -0.4
H -0.59146 0.91123 -1.69995 0.2 0.2 -0.1
H -0.54419 -0.86763 -1.72982 0.1 0.1 -0.5
H -2.95907 0.50700 -0.83193 0.7 0.6 -0.2
H -2.56066 -1.09285 -0.78682 0.4 -0.3 0.6
H -1.69610 1.07859 1.25058 0.0 0.1 -0.3
H -2.63325 -0.25204 1.74586 -0.4 -0.6 -0.5
H -0.09838 -0.55724 2.08956 0.3 0.1 0.0
H -0.64747 -1.75562 0.94313 0.0 -0.2 -0.2
O 1.72684 -0.89483 -2.98472 -0.3 -0.7 -0.9
H 1.78417 0.05474 -2.90473 0.2 0.3 0.5
H 1.98180 -1.25833 -2.13905 0.2 0.3 0.3

***

6.
16
Properties=species:S:1:pos:R:3:forces:R:3 method="wB97M-V/def2-TZVPD" e_above_lowest_kcal_mol=43.5 orbital_gap_ev=9.80 total_charge=0 homo_energy_ev=-9.5
H -0.81288 -1.83238 0.96108 1.7 2.4 0.7
O -1.92657 -1.88204 0.28554 -2.1 0.5 0.9
O -0.05797 -1.23148 1.61511 -0.5 -1.5 0.1
H -2.02831 -0.95830 -0.02282 1.1 -0.3 -1.3
H -2.47010 -1.70318 1.08075 -0.1 -1.2 0.1
C 0.74240 -0.30384 1.14860 0.1 0.1 -1.5
O 1.89355 -0.15048 1.46849 -0.1 -0.1 0.6
C 0.15494 0.59057 0.01879 0.4 0.4 -1.3
H -0.70080 1.15495 0.39991 -0.4 -0.5 0.1
N -0.27218 -0.22966 -1.15431 -0.7 -0.2 0.1
H -0.13178 0.29694 -2.00323 -0.2 0.3 0.0
H 0.21101 -1.10088 -1.35055 0.2 0.1 0.8
C 1.11570 1.66346 -0.50189 1.6 -0.6 0.1
H 1.05443 1.86027 -1.58404 -0.8 0.2 0.4
H 1.09155 2.58195 0.08356 0.0 0.0 -0.1
H 2.13700 1.24409 -0.44501 -0.3 0.3 0.4